Record 1
# C41H44B2F4N4O5P2SSr

C41H44B2F4N4O5P2SSr as an isolated structure (the ωB97M-V functional and the def2-TZVPD basis, the Open Molecules 2025 dataset).

Positions of all 104 atoms, in Å:
Sr -0.2081 -0.2305 1.3692
C -1.8205 4.2182 2.4684
C -1.4426 2.9378 1.8012
N -0.3398 2.3090 1.9460
O 0.6000 2.8939 2.8263
B 0.4075 2.7278 4.1814
F 1.3469 3.1997 4.9832
F -0.7411 2.2546 4.6685
O 0.8196 0.0088 4.7636
N -0.1151 -0.6267 3.9484
C -1.2262 -0.8995 4.5137
C -1.6122 -0.6478 5.9336
C -2.2719 -1.5139 3.6028
N -2.1801 -1.1275 2.3946
O -3.0311 -1.6427 1.4534
B -3.8616 -0.5495 0.7909
F -4.3930 0.2590 1.7955
F -4.7585 -1.1910 -0.0178
O -3.0609 0.3583 -0.1673
N -2.1338 1.1262 0.4863
C -2.4835 2.2694 0.9216
C -3.8126 2.9073 0.6989
C -3.2898 -2.4761 4.1164
H -0.9493 4.7669 2.8159
H -2.4754 4.0092 3.3181
H -2.3790 4.8472 1.7806
H -0.9208 0.0329 6.4169
H -1.6302 -1.5892 6.4893
H -2.6216 -0.2342 5.9678
H -4.3621 2.3358 -0.0436
H -3.6986 3.9386 0.3619
H -4.3934 2.9073 1.6238
H -3.3544 -2.4682 5.2010
H -3.0324 -3.4867 3.7913
H -4.2617 -2.2406 3.6873
C -1.6637 -0.8174 -2.7670
C -0.8169 -2.0454 -2.4209
P 0.6424 -1.6370 -1.3681
C 1.3994 -3.2655 -1.0783
C 0.6130 -4.3041 -0.5755
C 1.1856 -5.5297 -0.2701
C 2.5497 -5.7267 -0.4493
C 3.3399 -4.6935 -0.9318
C 2.7696 -3.4643 -1.2450
C 1.7600 -0.8334 -2.5645
C 2.4628 0.3036 -2.1618
C 3.3278 0.9544 -3.0330
C 3.4975 0.4700 -4.3239
C 2.8164 -0.6727 -4.7354
C 1.9601 -1.3242 -3.8616
P -0.7961 0.5532 -3.5815
C -1.0609 2.1373 -2.7953
C -2.1911 2.8819 -3.1525
C -2.4198 4.1064 -2.5474
C -1.5152 4.5984 -1.6108
C -0.3881 3.8646 -1.2645
C -0.1589 2.6302 -1.8537
C -1.0102 0.6401 -5.3362
C -0.1410 1.4942 -6.0340
C -0.2574 1.6209 -7.4049
C -1.2364 0.9038 -8.0853
C -2.0992 0.0553 -7.4007
C -1.9859 -0.0884 -6.0285
H -2.1400 -0.3930 -1.8758
H -2.4682 -1.1156 -3.4412
H -0.5084 -2.6005 -3.3063
H -1.4579 -2.7150 -1.8474
H -0.4486 -4.1640 -0.4015
H 0.5652 -6.3329 0.1089
H 2.9943 -6.6880 -0.2185
H 4.4033 -4.8439 -1.0805
H 3.3968 -2.6696 -1.6316
H 2.3424 0.6829 -1.1556
H 3.8702 1.8335 -2.7040
H 4.1717 0.9722 -5.0076
H 2.9651 -1.0624 -5.7373
H 1.4589 -2.2303 -4.1904
H -2.8859 2.5100 -3.8999
H -3.2951 4.6855 -2.8183
H -1.6837 5.5709 -1.1642
H 0.3246 4.2605 -0.5505
H 0.7303 2.0605 -1.6014
H 0.6198 2.0537 -5.4986
H 0.4121 2.2782 -7.9467
H -1.3279 1.0082 -9.1594
H -2.8627 -0.4916 -7.9393
H -2.6653 -0.7496 -5.5077
C 3.4651 -3.1752 2.7619
S 2.6881 -1.7298 2.0514
O 1.2265 -2.1020 1.9782
C 2.8584 -0.5407 3.3652
C 2.1384 -0.6368 4.6901
C 2.8725 0.0846 5.7805
C 3.9010 0.9327 5.5417
C 4.3857 1.1316 4.2304
C 3.8778 0.3497 3.1750
H 2.9503 -3.4469 3.6839
H 4.5204 -2.9612 2.9422
H 3.3558 -3.9695 2.0214
H 1.9828 -1.6861 4.9567
H 2.4714 -0.0314 6.7805
H 4.3513 1.4769 6.3653
H 5.1869 1.8360 4.0417
H 4.3606 0.4127 2.2012

HOMO (spin up / spin down) ... -0.490 / -0.471 hartree
Net charge ... +2
HOMO-LUMO gap (spin up / spin down) ... 0.260 / 0.208 Ha

***

Record 2
# C41H44BrFN3O5S3Y

C41H44BrFN3O5S3Y as an isolated structure in a non-equilibrium geometry (the ωB97M-V functional and the def2-TZVPD basis, the Open Molecules 2025 dataset).

Positions of all 99 atoms, in Å:
Y -1.4137 0.6004 0.1752
O 1.5204 6.3425 -0.1710
C 0.7988 5.1841 -0.1872
C 0.9541 4.2386 -1.1684
C 0.1393 3.0844 -1.1423
N -0.5972 2.7983 -0.0388
C -0.7501 3.7550 0.8477
Br -1.9935 3.3166 2.2254
C -0.1096 4.9702 0.8607
H 2.0362 6.3762 -0.9806
H 1.6521 4.3854 -1.9855
H 0.3844 2.2451 -1.7745
H -0.2521 5.7017 1.6398
S -4.6421 2.9024 -3.4627
C -3.2824 2.7765 -2.4914
S -3.4299 1.8627 -1.0159
S -1.7947 3.3821 -3.0962
C 5.2197 -1.3101 -0.7981
C 4.1024 -0.3612 -1.1970
C 4.5301 0.5663 -2.3407
O 2.9785 -1.1084 -1.5631
C 1.8285 -0.3067 -1.2824
C 2.3025 0.5984 -0.0917
O 3.7200 0.3959 -0.0709
C 1.6666 0.5315 1.3335
O 0.3133 0.4134 1.2064
C 2.0168 1.8546 2.0774
C 3.1327 2.6385 1.8037
C 3.3795 3.7932 2.5364
C 2.5193 4.1827 3.5500
C 1.4095 3.3988 3.8365
C 1.1706 2.2428 3.1128
C 2.2285 -0.5158 2.3317
C 1.3075 -1.1930 3.1273
C 1.7237 -2.0161 4.1609
C 3.0763 -2.1831 4.4180
C 4.0030 -1.5063 3.6384
C 3.5851 -0.6667 2.6147
C 0.5130 -1.1608 -1.3067
O -0.5623 -0.3125 -1.3875
C 0.6063 -1.9573 -2.6461
C 1.2051 -3.2062 -2.7921
C 1.2854 -3.8119 -4.0379
C 0.7641 -3.1839 -5.1599
C 0.1558 -1.9453 -5.0215
C 0.0752 -1.3416 -3.7750
C 0.3912 -2.1782 -0.1635
C 1.4885 -2.8399 0.3842
C 1.3107 -3.8723 1.2920
C 0.0367 -4.2316 1.7002
C -1.0607 -3.5653 1.1755
C -0.8886 -2.5667 0.2288
H 5.5266 -1.8986 -1.6627
H 4.8616 -1.9730 -0.0103
H 6.0674 -0.7359 -0.4237
H 4.6940 -0.0265 -3.2411
H 5.4449 1.0965 -2.0745
H 3.7458 1.2978 -2.5386
H 1.6734 0.3738 -2.1312
H 2.1152 1.6316 -0.4003
H 3.8108 2.3500 1.0102
H 4.2530 4.3941 2.3078
H 2.7069 5.0955 4.1037
H 0.7119 3.6971 4.6103
H 0.3123 1.6222 3.3289
H 0.2569 -1.0550 2.9049
H 0.9863 -2.5428 4.7557
H 3.4056 -2.8308 5.2234
H 5.0621 -1.6165 3.8465
H 4.3227 -0.1262 2.0396
H 1.6161 -3.7111 -1.9316
H 1.7593 -4.7833 -4.1309
H 0.8342 -3.6561 -6.1334
H -0.2641 -1.4476 -5.8879
H -0.4195 -0.3860 -3.6484
H 2.4869 -2.5582 0.0903
H 2.1777 -4.3744 1.7059
H -0.0968 -5.0262 2.4260
H -2.0602 -3.8422 1.4900
H -1.7469 -2.1049 -0.2497
C -7.0170 -2.0401 0.0280
C -6.4464 -0.7027 -0.4556
C -6.1240 0.1890 0.7519
C -7.4673 -0.0046 -1.3508
N -5.2884 -0.9751 -1.3272
N -4.1309 -1.4983 -0.6779
H -7.9589 -1.8821 0.5598
H -6.3240 -2.5341 0.7124
H -7.1947 -2.6954 -0.8275
H -7.0459 0.4821 1.2627
H -5.6033 1.0889 0.4230
H -5.4867 -0.3251 1.4749
H -8.3913 0.1956 -0.8028
H -7.6936 -0.6339 -2.2139
H -7.0590 0.9426 -1.7124
H -4.9838 -0.0956 -1.7408
H -4.3441 -2.4405 -0.3787
H -3.8834 -0.9566 0.1513
F -2.5559 -0.1752 1.6161

HOMO ... -0.035 hartree
Net charge ... -2
HOMO-LUMO gap ... 0.179 Ha

***

Record 3
# C41H44F4NO3Sb2V

C41H44F4NO3Sb2V as an isolated structure (the ωB97M-V functional and the def2-TZVPD basis, the Open Molecules 2025 dataset).

Positions of all 96 atoms, in Å:
V -1.0581 -0.5663 0.3053
C 4.5970 -1.8320 4.8297
C 4.9961 -1.1295 3.5404
C 6.2421 -1.7604 2.9417
C 6.6426 -1.0413 1.6660
C 5.4991 -1.0453 0.6924
C 5.7181 -0.9947 -0.6634
C 4.6440 -0.9925 -1.5503
F 4.9058 -0.9378 -2.8618
C 3.3510 -1.0366 -1.1225
C 3.1007 -1.0884 0.2565
C 1.7250 -1.0391 0.7143
O 0.8112 -0.9812 -0.1905
C 1.5226 -1.0326 2.1108
C 2.6328 -1.1088 2.9293
N 3.8945 -1.1484 2.5264
C 4.1712 -1.1023 1.1642
C 0.2204 -0.8602 2.8821
O 0.2542 -0.9396 4.0918
O -0.8633 -0.5792 2.2111
H 5.4875 -1.9389 5.4478
H 4.2052 -2.8302 4.6264
H 3.8678 -1.2782 5.4182
H 5.2006 -0.0741 3.7386
H 6.0588 -2.8213 2.7466
H 7.0397 -1.6983 3.6810
H 7.5182 -1.5023 1.2099
H 6.9110 -0.0064 1.9014
H 6.7251 -0.9591 -1.0600
H 2.5274 -1.0148 -1.8206
H 2.4446 -1.1180 3.9916
C -4.8097 -1.9838 2.1399
C -5.0647 -1.5715 0.6928
C -5.4988 -0.1145 0.5775
Sb -3.2840 -1.9393 -0.4640
C -3.9401 -1.7965 -2.5218
C -5.3464 -2.3442 -2.7389
C -3.8190 -0.3528 -3.0076
C -2.9532 -4.0457 -0.1263
C -4.1581 -4.9454 -0.3730
C -1.7278 -4.4953 -0.9192
H -5.6988 -1.7857 2.7435
H -3.9820 -1.4204 2.5786
H -4.5794 -3.0466 2.2311
H -5.8311 -2.2180 0.2589
H -4.7282 0.5594 0.9604
H -6.4027 0.0508 1.1687
H -5.7184 0.1739 -0.4515
H -3.2182 -2.4075 -3.0711
H -6.0793 -1.8132 -2.1268
H -5.4223 -3.4051 -2.5091
H -5.6397 -2.2067 -3.7831
H -4.5547 0.2915 -2.5209
H -4.0038 -0.3048 -4.0835
H -2.8300 0.0708 -2.8176
H -2.7059 -4.0697 0.9395
H -4.3527 -5.0604 -1.4401
H -5.0670 -4.5693 0.0996
H -3.9649 -5.9434 0.0284
H -1.9138 -4.4490 -1.9955
H -1.4766 -5.5312 -0.6789
H -0.8499 -3.8818 -0.7028
F -3.2664 7.7599 -0.2284
C -2.7147 6.5421 -0.2886
C -1.7464 6.2021 0.6363
C -1.1767 4.9392 0.5658
C -1.5771 4.0413 -0.4175
C -2.5579 4.4118 -1.3350
C -3.1332 5.6712 -1.2778
Sb -0.7441 2.1026 -0.5475
C -0.0288 2.1010 -2.5396
C 0.1412 0.8780 -3.1858
C 0.6602 0.8180 -4.4705
C 1.0014 2.0037 -5.0927
F 1.4999 1.9581 -6.3338
C 0.8426 3.2349 -4.4837
C 0.3243 3.2765 -3.1986
C 1.1046 2.3657 0.4861
C 1.1001 2.3249 1.8806
C 2.2903 2.3050 2.5964
C 3.4748 2.3002 1.8888
F 4.6375 2.2176 2.5711
C 3.5215 2.3546 0.5102
C 2.3231 2.3890 -0.1884
H -1.4491 6.9193 1.3891
H -0.4062 4.6699 1.2783
H -2.8766 3.7243 -2.1109
H -3.8924 5.9837 -1.9818
H -0.1275 -0.0467 -2.6856
H 0.7990 -0.1203 -4.9904
H 1.1216 4.1346 -5.0155
H 0.1922 4.2362 -2.7125
H 0.1664 2.2760 2.4321
H 2.3005 2.2701 3.6781
H 4.4772 2.3563 0.0019
H 2.3469 2.4123 -1.2716

HOMO (spin up / spin down) ... -0.379 / -0.360 hartree
Net charge ... +1
<S²> ... 0.762
HOMO-LUMO gap (spin up / spin down) ... 0.274 / 0.250 Ha
Spin multiplicity ... 2

***

Record 4
# C41H44IN4S2SeSn

C41H44IN4S2SeSn as an isolated structure (the ωB97M-V functional and the def2-TZVPD basis, the Open Molecules 2025 dataset).

Positions of all 94 atoms, in Å:
Sn 0.3642 -0.1119 -0.3469
S 1.4304 -5.2176 -1.9680
C 0.2200 -5.7916 -0.8851
C -0.1169 -7.1039 -0.5712
C -1.1546 -7.3135 0.3154
C -1.8421 -6.2333 0.8750
C -1.5039 -4.9316 0.5623
C -0.4557 -4.6988 -0.3252
N -0.0107 -3.4480 -0.7449
C 0.9481 -3.5655 -1.5970
C 1.6275 -2.4579 -2.2926
C 2.5373 -2.7984 -3.2989
C 3.1995 -1.8304 -4.0301
C 2.9457 -0.4966 -3.7676
C 2.0494 -0.1496 -2.7685
C 1.3908 -1.1078 -2.0015
H 0.4177 -7.9361 -1.0104
H -1.4403 -8.3255 0.5734
H -2.6544 -6.4125 1.5672
H -2.0306 -4.0953 0.9898
H 2.7313 -3.8401 -3.5209
H 3.9012 -2.1190 -4.8025
H 3.4501 0.2790 -4.3311
H 1.8500 0.8930 -2.5543
C -4.5182 -5.2735 3.4244
C -3.7572 -4.0908 2.8888
C -4.2252 -3.3668 1.8007
C -3.5506 -2.2503 1.3173
C -4.1013 -1.5221 0.1239
C -2.3652 -1.8420 1.9477
Se -1.5510 -0.1859 1.4232
C -1.8512 -2.5860 3.0212
C -0.5559 -2.2533 3.7110
C -2.5647 -3.6916 3.4739
H -5.4039 -5.4773 2.8227
H -4.8439 -5.0952 4.4512
H -3.8999 -6.1742 3.4342
H -5.1453 -3.6736 1.3139
H -5.0694 -1.9333 -0.1633
H -3.4193 -1.6063 -0.7256
H -4.2079 -0.4568 0.3273
H 0.0299 -1.5295 3.1532
H 0.0416 -3.1578 3.8374
H -0.7480 -1.8393 4.7046
H -2.1664 -4.2592 4.3100
C 3.4474 3.3062 -3.0224
C 2.6217 3.6237 -1.7695
C 3.1832 4.9039 -1.1410
C 1.1406 3.7154 -2.0910
C 0.7265 4.7172 -2.9525
C -0.5889 4.8322 -3.3733
C -1.4935 3.8954 -2.9015
C -1.1416 2.8756 -2.0281
C -2.2123 1.8904 -1.6226
C -3.5014 2.5541 -1.1399
C -2.4969 0.9024 -2.7589
C 0.2153 2.7299 -1.5841
N 0.7337 1.7619 -0.7846
H 4.4951 3.1229 -2.7663
H 3.4130 4.1431 -3.7249
H 3.0644 2.4284 -3.5419
H 2.7367 2.7912 -1.0748
H 3.2120 5.7124 -1.8760
H 4.2044 4.7494 -0.7820
H 2.5833 5.2658 -0.3049
H 1.4646 5.4236 -3.3231
H -0.8954 5.6133 -4.0574
H -2.5263 3.9606 -3.2286
H -1.8402 1.3247 -0.7753
H -3.9363 3.2058 -1.9011
H -3.3097 3.1456 -0.2454
H -4.2458 1.7923 -0.8916
H -2.8866 1.4271 -3.6351
H -3.2323 0.1524 -2.4540
H -1.5847 0.3824 -3.0684
I 2.3890 -0.6616 1.4584
N 0.4636 4.3750 1.2677
C -0.0727 3.4284 2.0582
S -1.7179 3.2167 2.1944
N 0.7596 2.6552 2.8089
C 2.1541 2.7434 2.9764
C 3.0182 2.8460 1.8920
C 4.3863 2.9174 2.0999
C 4.9107 2.8560 3.3823
C 4.0496 2.7109 4.4616
C 2.6800 2.6582 4.2628
H -0.1467 4.7278 0.5478
H 1.4432 4.3431 1.0489
H 0.2524 2.0713 3.4555
H 2.6215 2.7725 0.8882
H 5.0459 2.9882 1.2439
H 5.9811 2.8937 3.5384
H 4.4450 2.6451 5.4676
H 2.0061 2.5413 5.1031

HOMO ... -0.140 hartree
Net charge ... -1
HOMO-LUMO gap ... 0.219 Ha

***

Record 5
# C41H44N8O5S4Ti

C41H44N8O5S4Ti as an isolated structure in a non-equilibrium geometry (the ωB97M-V functional and the def2-TZVPD basis, the Open Molecules 2025 dataset).

Positions of all 103 atoms, in Å:
Ti 11.9993 11.3532 13.4438
C 8.9886 8.7255 15.2129
C 7.5408 8.8450 15.7494
S 6.5411 10.2159 15.0782
C 6.3127 11.3817 16.4738
C 6.9775 12.7826 16.4466
S 8.7223 12.9590 16.0749
C 9.5048 12.1260 17.4444
C 9.5149 10.6335 17.3098
S 10.1252 10.0178 15.7529
H 8.9809 8.8361 14.1499
H 9.4184 7.7004 15.4129
H 7.4674 8.8244 16.8441
H 7.0249 7.9255 15.4731
H 6.6191 10.8842 17.3782
H 5.2359 11.5350 16.4969
H 6.7537 13.2448 17.4093
H 6.5082 13.3991 15.7124
H 9.0120 12.4075 18.3674
H 10.5420 12.5166 17.4825
H 8.5525 10.1981 17.5156
H 10.2022 10.2021 18.0956
C 6.6337 14.7203 8.6900
O 7.9375 14.1854 8.8603
C 8.8763 15.1483 9.1515
C 8.7672 16.4649 8.8270
C 9.7266 17.3672 9.2257
C 10.8785 16.9373 9.8329
C 11.0376 15.5570 10.1193
C 10.0527 14.6933 9.7987
N 10.3279 13.2810 9.8367
C 11.0913 12.5622 10.7699
N 11.8437 11.6216 10.1648
C 13.0993 11.2031 10.6579
C 13.4304 11.3173 11.9907
C 14.7663 11.0541 12.3140
C 15.7121 10.6990 11.3558
C 15.3031 10.4984 10.0558
C 14.0271 10.8226 9.6723
O 13.5963 10.8721 8.3654
C 14.5316 10.8310 7.3395
N 11.1078 12.6883 12.0555
C 10.2531 13.6923 12.6462
C 10.8803 14.7142 13.3513
C 10.1949 15.7480 13.9399
C 8.8279 15.7421 13.8054
C 8.1632 14.7235 13.1040
C 8.8727 13.7394 12.4919
O 8.2574 12.7281 11.8292
C 6.8683 12.4813 12.1407
H 6.6632 15.4070 7.8329
H 6.3200 15.1694 9.6260
H 5.9193 13.8901 8.4669
H 7.8371 16.8156 8.3885
H 9.6574 18.4548 9.0960
H 11.6312 17.6096 10.1359
H 11.9249 15.1654 10.5833
H 10.1406 12.8063 8.9714
H 11.9206 11.6872 9.1333
H 15.1114 11.1811 13.3307
H 16.7482 10.3936 11.5784
H 15.9711 10.1422 9.3168
H 14.0148 10.8227 6.3918
H 15.1220 9.9202 7.4133
H 15.2621 11.6644 7.3025
H 11.9619 14.7302 13.4429
H 10.7363 16.5605 14.4121
H 8.2897 16.4994 14.3350
H 7.0739 14.7699 13.0821
H 6.2362 13.3229 11.8319
H 6.6145 11.6423 11.4922
H 6.7977 12.2935 13.2497
N 9.4052 8.7088 11.2725
C 9.5789 9.9196 11.7636
N 10.6410 9.9049 12.5838
C 11.0611 8.6207 12.5293
N 10.3051 7.8612 11.7594
C 12.2739 8.2637 13.2340
C 12.8981 7.0066 12.9899
N 13.9476 6.7231 13.7569
C 14.3768 7.5733 14.6746
C 13.8094 8.8393 14.8039
N 12.7878 9.2242 14.0442
H 8.7125 8.4221 10.6053
H 8.9913 10.7780 11.5229
H 12.5859 6.2314 12.2750
H 15.2282 7.2919 15.3283
H 14.1729 9.5693 15.5445
O 16.3013 8.7737 19.3853
C 16.6101 10.1068 19.1155
O 17.6637 10.5287 19.4304
C 15.5847 10.8523 18.3651
C 16.0053 11.8192 17.4702
C 15.1174 12.3659 16.5433
C 13.7934 11.9483 16.5324
S 12.5409 12.6601 15.4843
C 13.3785 11.0196 17.4855
C 14.2454 10.4621 18.3669
H 15.4226 8.5601 19.0873
H 17.0209 12.1276 17.4494
H 15.5193 13.1096 15.8642
H 12.3000 10.8526 17.4264
H 13.9115 9.6879 19.0349

HOMO (spin up / spin down) ... -0.382 / -0.383 hartree
Net charge ... +1
<S²> ... 0.755
HOMO-LUMO gap (spin up / spin down) ... 0.263 / 0.265 Ha
Spin multiplicity ... 2

***

In kJ/mol, the energy relative to the best compared isomer or geometry (same formula, charge and spin) values for the records above are, in order, 167.0, 174.6, 0.0, 40.2, 130.4.